[1]
{"formula": "C32H76F6N5O15", "method": "ωB97M-V/def2-TZVPD", "elements": ["N", "O", "O", "O", "C", "O", "O", "C", "F", "F", "F", "C", "C", "H", "H", "H", "H", "H", "H", "C", "O", "O", "C", "F", "F", "F", "C", "C", "H", "H", "H", "H", "H", "H", "C", "O", "C", "C", "N", "H", "H", "C", "C", "O", "C", "H", "H", "H", "H", "H", "H", "H", "H", "H", "H", "H", "H", "H", "H", "C", "O", "C", "C", "N", "H", "H", "C", "C", "O", "C", "H", "H", "H", "H", "H", "H", "H", "H", "H", "H", "H", "H", "H", "H", "C", "O", "C", "C", "N", "H", "H", "C", "C", "O", "C", "H", "H", "H", "H", "H", "H", "H", "H", "H", "H", "H", "H", "H", "H", "C", "O", "C", "C", "N", "H", "H", "C", "C", "O", "C", "H", "H", "H", "H", "H", "H", "H", "H", "H", "H", "H", "H", "H", "H"], "coordinates": [[-0.45, -1.33, -0.32], [-1.53, -1.12, 0.27], [-0.45, -1.68, -1.50], [0.63, -1.26, 0.31], [-5.38, 2.81, -1.74], [-5.03, 1.49, -1.22], [-5.10, 2.83, -3.00], [-6.85, 3.18, -1.34], [-6.86, 4.21, -0.46], [-7.57, 3.54, -2.40], [-7.53, 2.17, -0.74], [-4.89, 1.34, 0.16], [-4.55, -0.11, 0.35], [-5.42, -0.74, 0.13], [-3.86, -0.45, -0.42], [-4.25, -0.38, 1.37], [-5.72, 1.68, 0.79], [-4.06, 2.00, 0.50], [-4.75, 3.50, -1.12], [4.39, -1.44, -4.12], [3.25, -2.21, -3.64], [5.44, -1.83, -3.45], [4.57, -1.69, -5.64], [4.41, -2.99, -5.95], [3.57, -1.02, -6.31], [5.70, -1.30, -6.20], [1.92, -1.84, -3.93], [1.12, -3.12, -4.00], [0.06, -3.00, -4.26], [1.63, -3.91, -4.56], [1.02, -3.57, -3.01], [1.78, -1.35, -4.90], [1.53, -1.16, -3.16], [4.09, -0.37, -4.01], [-4.61, -3.05, -4.42], [-3.77, -1.94, -4.52], [-3.73, -1.23, -3.31], [-2.64, -0.18, -3.35], [-3.09, 1.10, -4.00], [-3.83, 0.94, -4.70], [-3.62, 1.71, -3.35], [-2.01, 1.90, -4.63], [-1.07, 2.42, -3.54], [-1.78, 3.03, -2.51], [-1.98, 4.43, -2.64], [-4.24, -3.88, -3.80], [-4.71, -3.57, -5.37], [-5.61, -2.80, -4.03], [-3.26, -1.85, -2.52], [-4.71, -0.92, -2.93], [-1.76, -0.57, -3.86], [-2.49, 0.11, -2.32], [-2.53, 2.72, -5.12], [-1.48, 1.28, -5.36], [-0.31, 3.04, -4.03], [-0.49, 1.57, -3.16], [-2.41, 4.64, -3.62], [-1.03, 4.98, -2.57], [-2.71, 4.70, -1.88], [1.62, 0.24, 6.38], [0.24, 0.12, 6.06], [-0.06, 0.65, 4.79], [-1.53, 0.37, 4.53], [-1.82, -1.07, 4.82], [-1.11, -1.51, 5.44], [-2.62, -1.13, 5.44], [-1.90, -2.01, 3.64], [-0.50, -2.36, 3.22], [0.30, -2.63, 4.34], [1.68, -2.68, 3.94], [1.77, -0.17, 7.37], [1.98, 1.27, 6.31], [2.17, -0.34, 5.63], [0.49, 0.05, 4.05], [0.14, 1.72, 4.78], [-1.94, 0.55, 3.53], [-2.11, 0.98, 5.22], [-2.60, -1.54, 2.96], [-2.33, -2.95, 4.01], [-0.08, -1.59, 2.56], [-0.51, -3.24, 2.57], [1.92, -1.65, 3.65], [1.84, -3.43, 3.17], [2.23, -2.87, 4.86], [1.05, -5.29, -0.60], [2.30, -5.15, 0.07], [3.42, -5.60, -0.66], [3.88, -4.67, -1.76], [4.41, -3.37, -1.27], [5.24, -3.57, -0.73], [4.65, -2.82, -2.12], [3.48, -2.44, -0.51], [3.89, -2.47, 0.94], [5.18, -1.93, 1.04], [5.70, -1.92, 2.36], [0.31, -5.46, 0.17], [1.04, -6.17, -1.25], [0.87, -4.42, -1.24], [3.24, -6.57, -1.13], [4.19, -5.76, 0.10], [3.21, -4.61, -2.62], [4.79, -5.06, -2.25], [2.46, -2.76, -0.69], [3.61, -1.48, -1.00], [3.75, -3.48, 1.35], [3.26, -1.75, 1.49], [6.72, -1.54, 2.39], [5.72, -2.96, 2.70], [5.15, -1.19, 2.97], [-1.22, 2.15, 1.07], [-0.07, 2.85, 1.58], [1.09, 2.56, 0.87], [1.82, 3.85, 0.53], [1.50, 4.89, 1.58], [1.60, 5.77, 1.08], [0.51, 4.84, 1.85], [2.34, 4.98, 2.82], [1.72, 5.98, 3.75], [0.41, 5.51, 3.97], [-0.28, 6.13, 5.06], [-1.29, 2.45, 0.02], [-2.16, 2.42, 1.54], [-1.02, 1.08, 1.07], [0.87, 1.95, -0.01], [1.82, 1.91, 1.39], [1.36, 4.29, -0.36], [2.90, 3.86, 0.42], [3.34, 5.24, 2.46], [2.40, 3.98, 3.23], [1.71, 7.02, 3.41], [2.32, 5.92, 4.66], [-1.06, 5.40, 5.27], [-0.72, 7.10, 4.83], [0.32, 6.12, 5.97]], "total_charge": 1, "de_lowest_kcal_mol": 1.3, "e_lumo_ev": -2.784, "homo_ev": -8.83, "orbital_gap_ev": 6.045}

***

[2]
{"formula": "C32H76N10O10", "method": "ωB97M-V/def2-TZVPD", "elements": ["O", "C", "N", "C", "H", "H", "H", "H", "H", "O", "C", "N", "C", "H", "H", "H", "H", "H", "O", "C", "N", "C", "H", "H", "H", "H", "H", "O", "C", "N", "C", "H", "H", "H", "H", "H", "O", "C", "N", "C", "H", "H", "H", "H", "H", "O", "C", "N", "C", "H", "H", "H", "H", "H", "O", "C", "N", "C", "H", "H", "H", "H", "H", "O", "C", "N", "C", "H", "H", "H", "H", "H", "C", "C", "N", "C", "C", "C", "C", "H", "H", "H", "H", "H", "H", "H", "H", "H", "H", "H", "H", "H", "H", "H", "C", "C", "N", "C", "C", "C", "C", "H", "H", "H", "H", "H", "H", "H", "H", "H", "H", "H", "H", "H", "H", "H", "O", "C", "O", "C", "C", "C", "H", "H", "H", "H", "H", "H"], "coordinates": [[2.55, 2.75, 1.12], [3.23, 3.07, 0.18], [4.03, 2.16, -0.38], [3.41, 4.49, -0.42], [4.69, 2.40, -1.11], [4.03, 1.23, 0.00], [4.01, 4.46, -1.34], [3.86, 5.15, 0.32], [2.44, 4.98, -0.49], [2.09, -2.88, -3.16], [3.13, -3.55, -3.19], [3.90, -3.76, -2.09], [3.61, -4.36, -4.45], [4.64, -4.45, -2.06], [3.61, -3.17, -1.33], [3.75, -3.71, -5.31], [2.76, -4.94, -4.81], [4.53, -4.94, -4.41], [5.67, -0.61, -2.92], [5.20, 0.17, -3.67], [5.88, 1.15, -4.23], [3.78, 0.06, -4.07], [5.53, 1.68, -5.01], [6.83, 1.15, -3.87], [3.22, 1.00, -4.08], [3.25, -0.48, -3.30], [3.66, -0.67, -4.87], [-4.59, -3.33, -0.13], [-3.68, -2.69, -0.68], [-2.43, -3.13, -0.80], [-3.91, -1.27, -1.27], [-2.19, -4.06, -0.49], [-1.76, -2.50, -1.22], [-3.55, -1.18, -2.30], [-3.52, -0.41, -0.73], [-5.00, -1.19, -1.31], [-0.58, 2.12, 4.36], [0.22, 1.16, 4.41], [-0.12, 0.02, 5.11], [1.57, 1.21, 3.77], [-0.77, 0.15, 5.87], [0.48, -0.79, 5.04], [2.01, 2.17, 4.03], [1.49, 1.05, 2.69], [2.25, 0.40, 4.06], [3.36, -0.46, 0.81], [4.14, -0.51, 1.73], [5.01, 0.49, 2.03], [4.25, -1.72, 2.56], [4.77, 1.37, 1.58], [5.48, 0.42, 2.92], [5.05, -1.60, 3.29], [4.53, -2.59, 1.97], [3.28, -1.95, 3.00], [-1.00, -0.66, -0.59], [-0.18, 0.22, -0.76], [0.91, -0.18, -1.10], [-0.54, 1.65, -0.48], [0.96, -1.09, -1.53], [1.67, 0.31, -0.65], [-0.42, 2.21, -1.41], [0.10, 2.04, 0.30], [-1.52, 1.77, -0.03], [-2.50, -2.53, -5.95], [-1.96, -2.04, -5.00], [-2.40, -0.92, -4.51], [-0.75, -2.54, -4.34], [-3.14, -0.44, -5.00], [-1.71, -0.41, -3.97], [-0.94, -3.22, -3.52], [-0.06, -1.83, -3.89], [-0.03, -2.74, -5.14], [0.90, -3.34, 0.87], [1.05, -4.83, 1.50], [0.26, -5.73, 0.68], [0.88, -6.21, -0.56], [-0.04, -7.01, -1.54], [-0.26, -6.88, 1.41], [-1.58, -6.43, 2.18], [1.44, -2.60, 1.47], [-0.15, -3.10, 1.03], [1.05, -3.20, -0.20], [2.11, -5.06, 1.53], [0.64, -4.75, 2.51], [1.17, -5.27, -1.01], [1.83, -6.67, -0.30], [-1.10, -6.96, -1.27], [0.10, -6.78, -2.60], [0.20, -8.07, -1.47], [0.49, -7.32, 2.06], [-0.54, -7.71, 0.76], [-2.08, -7.28, 2.63], [-2.15, -5.90, 1.41], [-1.21, -5.84, 3.02], [-1.99, 5.70, 3.82], [-2.28, 6.79, 2.79], [-2.85, 6.17, 1.55], [-3.72, 7.18, 0.86], [-4.54, 6.47, -0.31], [-2.12, 5.08, 0.84], [-1.03, 5.59, -0.12], [-1.88, 6.06, 4.84], [-1.25, 4.96, 3.49], [-2.83, 5.04, 3.60], [-2.70, 7.65, 3.30], [-1.40, 7.21, 2.30], [-4.56, 7.54, 1.45], [-3.16, 7.99, 0.39], [-5.17, 5.63, -0.01], [-5.23, 7.25, -0.64], [-3.90, 6.14, -1.13], [-2.88, 4.48, 0.35], [-1.59, 4.39, 1.49], [-0.28, 4.84, -0.38], [-0.45, 6.37, 0.36], [-1.59, 6.07, -0.91], [-6.66, 1.82, 0.30], [-5.62, 1.77, 1.00], [-5.08, 0.62, 1.34], [-4.21, 0.79, 2.47], [-3.81, 2.27, 2.44], [-4.97, 2.95, 1.72], [-3.36, 0.12, 2.48], [-4.73, 0.61, 3.41], [-2.81, 2.25, 1.99], [-3.76, 2.64, 3.46], [-4.72, 3.79, 1.08], [-5.51, 3.56, 2.45]], "de_lowest_kcal_mol": 0.0, "e_lumo_ev": 0.007, "homo_ev": -7.71, "orbital_gap_ev": 7.714, "smiles": "CCN(CC)CC.CCN(CC)CC.O=C1CCCO1.CC(N)=O.CC(N)=O.CC(N)=O.CC(N)=O.CC(N)=O.CC(N)=O.CC(N)=O.CC(N)=O"}

***

[3]
{"formula": "C32H79BCl4F4N2O18", "method": "ωB97M-V/def2-TZVPD", "elements": ["C", "C", "N", "C", "C", "N", "C", "C", "H", "H", "H", "H", "H", "H", "H", "H", "H", "H", "H", "B", "F", "F", "F", "F", "C", "C", "C", "O", "C", "H", "H", "H", "H", "H", "H", "H", "H", "C", "C", "C", "O", "C", "H", "H", "H", "H", "H", "H", "H", "H", "C", "C", "O", "O", "H", "H", "H", "H", "H", "H", "C", "C", "O", "O", "H", "H", "H", "H", "H", "H", "C", "C", "O", "O", "H", "H", "H", "H", "H", "H", "C", "C", "O", "O", "H", "H", "H", "H", "H", "H", "C", "C", "O", "O", "H", "H", "H", "H", "H", "H", "C", "C", "O", "O", "H", "H", "H", "H", "H", "H", "C", "C", "O", "O", "H", "H", "H", "H", "H", "H", "C", "C", "O", "O", "H", "H", "H", "H", "H", "H", "C", "Cl", "Cl", "H", "H", "C", "Cl", "Cl", "H", "H"], "coordinates": [[-0.14, 0.76, 3.20], [0.38, 1.58, 2.05], [-0.15, 1.07, 0.76], [-1.37, 1.37, 0.23], [-1.55, 0.82, -1.03], [-0.42, 0.02, -1.25], [0.38, 0.14, -0.14], [-0.17, -0.78, -2.44], [0.01, -0.32, 3.16], [-1.21, 0.86, 3.32], [0.28, 1.00, 4.18], [1.47, 1.49, 2.01], [0.08, 2.61, 2.18], [-2.02, 2.01, 0.80], [-2.33, 0.82, -1.78], [1.38, -0.26, -0.04], [-0.15, -1.84, -2.17], [0.82, -0.56, -2.85], [-0.89, -0.51, -3.21], [0.25, 3.86, 3.33], [0.59, 2.54, 3.57], [1.02, 4.68, 4.12], [0.50, 4.31, 2.04], [-1.08, 4.00, 3.64], [-0.53, -2.09, 4.82], [-0.06, -1.19, 5.94], [-1.35, -0.55, 6.49], [-2.29, -1.59, 6.26], [-1.98, -2.47, 5.21], [0.24, -2.87, 4.82], [-0.42, -1.57, 3.87], [0.73, -0.47, 5.72], [0.39, -1.79, 6.74], [-1.65, 0.36, 5.98], [-1.34, -0.23, 7.53], [-2.62, -2.28, 4.35], [-1.97, -3.48, 5.61], [2.81, -0.06, 3.00], [2.01, -0.44, 4.16], [2.03, -1.98, 4.17], [2.04, -2.31, 2.78], [2.72, -1.25, 2.10], [3.84, 0.10, 3.33], [2.48, 0.90, 2.60], [0.99, -0.08, 4.04], [2.45, -0.13, 5.11], [1.12, -2.29, 4.69], [2.91, -2.31, 4.71], [2.25, -0.99, 1.15], [3.72, -1.57, 1.81], [2.09, -3.82, -0.55], [2.27, -2.45, 0.09], [1.62, -1.45, -0.78], [2.77, -3.87, -1.79], [1.05, -4.11, -0.68], [2.54, -4.64, 0.01], [3.32, -2.19, 0.17], [1.84, -2.29, 1.08], [1.72, -1.81, -1.67], [2.87, -4.78, -2.07], [2.50, 1.74, -4.42], [1.08, 1.45, -3.81], [0.81, 2.46, -2.88], [3.53, 1.51, -3.58], [2.54, 2.78, -4.75], [2.65, 1.12, -5.30], [1.17, 0.44, -3.42], [0.38, 1.46, -4.64], [0.58, 3.30, -3.29], [3.43, 1.95, -2.73], [-1.75, 2.22, -3.75], [-3.22, 1.95, -3.52], [-3.48, 0.68, -4.03], [-1.02, 1.41, -2.83], [-1.62, 3.28, -3.53], [-1.44, 2.20, -4.79], [-3.84, 2.60, -4.13], [-3.50, 2.10, -2.48], [-3.11, 0.12, -3.34], [-0.10, 1.67, -2.92], [-2.48, -2.60, -2.45], [-3.33, -1.32, -2.79], [-2.74, -0.17, -2.19], [-2.87, -3.76, -3.09], [-2.47, -2.85, -1.38], [-1.42, -2.38, -2.59], [-4.39, -1.36, -2.57], [-3.32, -1.13, -3.86], [-3.15, 0.00, -1.34], [-2.83, -3.57, -4.03], [4.11, 1.66, -0.97], [3.48, 1.66, 0.47], [2.24, 0.98, 0.49], [3.36, 2.45, -1.88], [4.11, 0.63, -1.33], [5.12, 2.07, -0.90], [3.15, 2.65, 0.77], [4.11, 1.17, 1.20], [1.82, 1.40, -0.26], [3.94, 3.05, -2.35], [-3.55, 3.92, 3.59], [-3.02, 3.20, 2.34], [-1.94, 2.39, 2.68], [-2.69, 4.88, 4.16], [-3.62, 3.13, 4.34], [-4.54, 4.32, 3.41], [-2.64, 3.93, 1.63], [-3.82, 2.59, 1.92], [-1.15, 2.92, 2.78], [-1.83, 4.48, 4.28], [3.13, -1.02, -2.73], [2.19, -1.47, -3.81], [0.97, -1.88, -3.14], [3.98, -2.00, -2.17], [2.61, -0.39, -2.01], [3.79, -0.33, -3.26], [2.63, -2.35, -4.28], [2.07, -0.65, -4.52], [0.38, -2.08, -3.87], [3.47, -2.81, -2.02], [0.04, -1.28, -5.44], [-1.28, -0.74, -4.78], [-2.44, -1.23, -5.49], [0.32, -2.58, -4.95], [0.76, -0.57, -5.04], [0.20, -1.24, -6.52], [-1.27, 0.34, -4.68], [-1.34, -1.10, -3.76], [-2.91, -0.43, -5.75], [-0.32, -3.14, -5.40], [-1.91, -2.46, 0.63], [-0.53, -3.19, -0.24], [-1.24, -1.58, 2.01], [-2.49, -1.85, -0.06], [-2.55, -3.27, 1.00], [-3.49, 0.74, 3.93], [-4.33, 0.18, 5.41], [-3.27, -0.61, 2.81], [-4.19, 1.47, 3.51], [-2.50, 1.11, 4.19]], "e_lumo_ev": -0.212, "homo_ev": -7.69, "orbital_gap_ev": 7.477}